No. 1
Computed, not measured: a structure of composition C23H23P2Ti in a non-equilibrium geometry, with ωB97M-V/def2-TZVPD.

Summary:
Spin multiplicity ... 2
Maximum force ... 2.778 eV/A
Relative energy (zero: lowest compared OMol25 entry of this formula, charge and spin) ... 201.7 kJ/mol
⟨S²⟩ ... 1.179
Frontier orbital gap (spin up / spin down) ... 5.74 / 5.07 eV

```
49
Properties=species:S:1:pos:R:3:forces:R:3:mulliken_charge:R:1
C -2.821 1.894 -2.126 -0.85 -2.17 -0.67 -0.73
C -1.693 1.835 -3.007 0.13 -0.59 0.07 -0.43
C -1.548 0.496 -3.537 -0.59 0.87 1.20 -0.70
C -2.563 -0.309 -2.960 -0.26 0.60 0.57 -0.29
C -3.385 0.491 -2.069 0.85 1.61 -1.36 -0.72
Ti -1.963 0.694 -0.324 -0.44 -0.23 -2.73 -0.46
P -2.573 2.304 1.244 0.06 -0.12 0.69 -0.08
H -3.413 2.776 -1.925 0.17 0.06 0.20 0.59
H -1.076 2.715 -3.275 -0.44 -0.77 0.15 0.47
H -0.782 0.162 -4.240 -0.25 0.13 0.36 0.43
H -4.405 0.259 -1.768 0.26 -0.02 -0.03 0.57
H -2.787 -1.356 -3.195 0.29 0.45 0.10 0.43
H -3.897 1.972 1.743 0.80 0.67 0.03 0.07
H -2.646 3.693 0.876 -0.07 -0.31 0.69 0.05
H -1.717 2.247 2.410 -0.86 0.73 -0.09 0.05
C 4.065 -2.630 -1.411 -0.15 0.27 0.10 -0.45
C 2.787 -3.077 -1.761 0.14 0.17 0.02 -0.64
C 1.675 -2.264 -1.543 -0.06 0.19 0.17 -0.29
C 1.822 -0.997 -0.948 0.80 -0.43 0.05 0.29
C 3.124 -0.524 -0.669 -0.61 -0.16 0.08 -0.23
C 4.226 -1.343 -0.879 0.18 -0.33 -0.25 -0.64
P 0.334 -0.112 -0.399 0.26 -0.02 -0.33 0.95
C -0.484 -1.341 0.725 0.43 -0.20 0.19 0.13
C -1.899 -1.431 0.727 -0.29 -0.53 0.12 0.45
C -2.527 -2.285 1.669 0.43 0.21 -0.43 -0.57
C -1.756 -3.055 2.538 -0.50 0.29 -0.20 -0.49
C -0.362 -2.999 2.490 -0.05 -0.18 0.16 -0.72
C 0.275 -2.158 1.593 -0.25 0.44 0.07 -0.39
C 0.958 1.261 0.643 0.40 -0.49 0.31 0.50
C 1.270 1.077 1.995 -0.07 0.11 0.00 -0.13
C 1.715 2.154 2.755 -0.01 0.28 0.01 -0.61
C 1.852 3.416 2.170 -0.05 -0.13 0.02 -0.52
C 1.542 3.598 0.818 0.11 0.16 0.01 -0.63
C 1.102 2.525 0.051 -0.04 -0.05 0.13 -0.48
H 4.933 -3.280 -1.550 -0.31 0.24 0.03 0.37
H 2.659 -4.070 -2.190 0.00 0.25 0.08 0.38
H 0.672 -2.625 -1.797 0.36 0.10 0.12 0.42
H 3.259 0.472 -0.247 -0.04 -0.29 -0.04 0.39
H 5.227 -0.988 -0.613 -0.39 -0.10 -0.13 0.38
H -2.622 -1.066 -0.113 0.83 -0.53 1.08 -0.11
H -3.620 -2.323 1.690 0.39 -0.11 0.01 0.44
H -2.264 -3.705 3.250 0.22 0.14 -0.13 0.37
H 0.218 -3.613 3.178 -0.07 0.08 -0.22 0.40
H 1.372 -2.121 1.569 -0.50 0.05 -0.08 0.47
H 1.124 0.095 2.456 0.14 0.41 -0.14 0.29
H 1.943 2.016 3.813 -0.05 0.05 -0.26 0.37
H 2.185 4.265 2.772 -0.10 -0.27 -0.19 0.36
H 1.639 4.595 0.367 -0.03 -0.48 0.18 0.37
H 0.824 2.661 -0.998 0.08 -0.03 0.30 0.32
```
Positions in Å, forces in eV/Å.


No. 2
Computed, not measured: a structure of composition C24H41MnN12O2S2Si, with ωB97M-V/def2-TZVPD.

Summary:
Spin multiplicity ... 2
Maximum force ... 0.281 eV/A
Relative energy (zero: lowest compared OMol25 entry of this formula, charge and spin) ... 40.3 kJ/mol
⟨S²⟩ ... 0.786
Charge ... +1
Frontier orbital gap (spin up / spin down) ... 7.33 / 7.28 eV

```
83
Properties=species:S:1:pos:R:3:forces:R:3:mulliken_charge:R:1
Mn -0.813 1.141 -0.498 0.13 0.16 -0.19 -0.01
C -2.488 1.315 4.015 0.00 0.00 0.00 -1.06
N -2.135 2.584 3.401 -0.01 0.01 0.00 -0.03
C -1.669 3.584 4.357 0.00 0.00 0.00 -1.11
C -1.665 2.555 2.113 0.00 -0.01 -0.01 0.33
N -1.386 1.485 1.461 0.03 -0.03 0.01 0.03
N -1.577 3.802 1.515 0.04 -0.01 0.00 -0.09
C -0.989 4.082 0.288 0.00 0.00 0.02 0.31
N -0.930 5.438 0.036 0.01 0.00 0.00 -0.55
N -0.634 3.176 -0.527 -0.12 0.05 -0.04 0.20
H -3.072 1.519 4.910 0.00 0.00 0.00 0.32
H -1.608 0.730 4.308 0.00 0.00 0.00 0.37
H -3.101 0.724 3.337 0.00 0.00 0.00 0.35
H -2.488 3.874 5.014 0.00 0.00 0.00 0.35
H -1.296 4.472 3.856 0.00 0.00 0.00 0.36
H -0.856 3.182 4.970 0.00 0.00 0.00 0.34
H -1.372 0.669 2.059 -0.01 -0.01 -0.02 0.09
H -2.128 4.538 1.926 0.00 0.00 0.00 0.37
H -0.672 6.037 0.805 0.00 0.00 0.00 0.22
H -0.484 5.686 -0.834 0.01 0.00 0.01 0.23
H -0.164 3.532 -1.364 0.03 -0.05 -0.02 0.05
C 2.551 -4.179 1.294 -0.03 0.01 0.02 -0.93
Si 0.851 -4.610 0.634 -0.03 -0.03 -0.06 0.10
C 0.165 -5.936 1.776 0.01 0.01 0.00 -1.18
C 0.941 -5.332 -1.088 0.03 -0.01 -0.01 -1.08
C -0.379 -3.166 0.701 0.01 0.00 0.04 -0.08
C -1.540 -3.309 1.427 0.01 0.03 0.04 0.15
C -2.506 -2.296 1.432 0.00 -0.01 0.00 -1.69
C -2.232 -1.160 0.723 0.01 0.00 -0.03 -0.68
N -1.095 -0.945 0.021 -0.09 -0.02 0.04 0.95
C -0.182 -1.954 -0.033 -0.02 -0.07 -0.03 -0.37
S 1.193 -1.810 -1.062 0.06 0.06 0.08 -0.36
H 3.100 -5.104 1.488 0.00 0.02 -0.01 0.47
H 2.478 -3.637 2.241 0.01 0.01 0.00 0.32
H 3.123 -3.581 0.586 0.01 0.01 -0.03 0.21
H 0.856 -6.783 1.789 0.00 0.00 0.00 0.32
H -0.805 -6.317 1.449 0.00 0.01 -0.01 0.31
H 0.065 -5.585 2.806 0.00 -0.01 0.00 0.33
H 1.551 -6.238 -1.082 0.00 -0.02 0.01 0.36
H 1.376 -4.623 -1.791 -0.02 -0.03 0.02 0.31
H -0.056 -5.606 -1.441 0.00 0.00 0.00 0.34
H -1.721 -4.215 1.992 -0.01 0.00 -0.01 0.42
H -3.440 -2.396 1.967 0.00 0.00 -0.01 0.48
H -2.948 -0.350 0.705 -0.01 0.01 0.01 0.67
S -5.052 2.126 -1.982 0.08 0.05 -0.19 -0.15
C -4.722 0.480 -2.305 -0.07 -0.04 0.15 -0.43
C -3.503 0.150 -1.818 0.06 0.00 -0.11 -0.96
N -2.810 1.187 -1.233 0.03 0.05 -0.05 0.97
C -3.513 2.287 -1.282 -0.07 -0.04 0.18 -0.34
H -5.432 -0.156 -2.806 -0.01 -0.01 0.03 0.46
H -3.041 -0.822 -1.877 -0.01 0.01 0.03 0.44
H -3.155 3.233 -0.909 -0.01 0.00 0.03 0.26
N 1.101 1.137 0.147 -0.08 0.07 0.02 -0.26
C 2.178 0.988 0.524 0.01 -0.08 0.06 0.43
N 3.396 0.709 0.936 0.02 0.02 -0.05 0.24
C 4.279 1.782 1.403 0.01 -0.01 -0.02 -0.53
C 5.714 1.299 1.278 0.00 0.01 0.00 -0.63
O 5.899 0.082 1.971 0.00 0.00 0.00 -0.40
C 5.092 -0.946 1.420 0.00 0.00 0.00 -0.83
C 3.622 -0.607 1.558 -0.04 0.00 0.02 0.75
H 4.057 2.022 2.449 0.00 0.00 0.00 0.27
H 4.118 2.668 0.790 0.00 0.00 0.00 0.41
H 6.394 2.025 1.719 0.00 0.00 0.00 0.36
H 5.966 1.172 0.218 0.00 0.00 0.00 0.33
H 5.319 -1.859 1.967 0.00 0.00 0.00 0.33
H 5.342 -1.093 0.362 0.00 0.00 0.00 0.40
H 3.346 -0.564 2.617 0.01 0.00 0.00 0.19
H 2.996 -1.336 1.046 0.01 0.01 -0.01 -0.61
C -0.791 -0.231 -6.005 0.00 0.00 0.00 -1.16
N -0.742 0.652 -4.858 0.00 -0.02 0.00 0.07
C -0.263 2.013 -4.920 0.01 -0.02 0.00 -0.46
C -0.050 2.325 -3.449 0.04 0.04 0.02 0.10
O 0.329 3.418 -3.061 -0.05 -0.02 0.04 -0.80
N -0.349 1.218 -2.694 -0.01 -0.12 0.13 0.24
C -0.659 0.245 -3.578 -0.02 -0.03 0.01 0.23
N -0.877 -1.014 -3.216 0.05 0.03 -0.01 -0.04
H -0.973 0.367 -6.894 0.00 0.00 0.00 0.37
H -1.619 -0.934 -5.912 0.00 0.00 0.00 0.37
H 0.143 -0.783 -6.139 0.00 0.00 0.00 0.37
H -0.982 2.703 -5.363 0.00 -0.01 0.00 0.33
H 0.684 2.091 -5.460 0.00 0.00 0.00 0.37
H -0.338 -1.318 -2.375 0.01 0.03 -0.12 -0.44
H -0.928 -1.703 -3.950 0.00 0.00 0.01 0.30
```
Positions in Å, forces in eV/Å.